(1)
One molecule with the formula C3H6N2S2 in a non-equilibrium geometry, computed with ωB97M-V/def2-TZVPD.

Output
- SMILES: C/N=C(/N)C(=S)S
- E_tot: -27856.001 eV
- Energy above the lowest of the compared OMol25 structures with the same formula, charge and spin: 71.4 kcal/mol
- Kohn-Sham gap: 8.3 eV

Last column: natural (NBO) charge in e.
Atoms and positions in Å:
C  1.302  0.642  -1.334  -0.455
C  0.268  -0.360  0.513  0.340
C  -1.215  -0.249  0.031  -0.372
H  0.297  0.643  -1.760  0.195
H  1.834  1.600  -1.252  0.211
H  2.114  -0.125  -1.561  0.237
H  1.326  -1.093  1.894  0.384
H  -0.290  -0.467  2.509  0.355
H  -3.239  0.613  -0.431  0.186
N  1.259  0.158  0.035  -0.452
N  0.368  -1.112  1.648  -0.771
S  -2.147  1.249  0.416  0.037
S  -1.878  -1.499  -0.708  0.107

---

(2)
One molecule with the formula C3H6N2S2 in a non-equilibrium geometry, computed with ωB97M-V/def2-TZVPD.

Output
- SMILES: NCC1=NSCS1
- E_tot: -27857.245 eV
- Energy above the lowest of the compared OMol25 structures with the same formula, charge and spin: 42.7 kcal/mol
- Kohn-Sham gap: 8.6 eV

Last column: natural (NBO) charge in e.
Atoms and positions in Å:
C  -0.542  -0.832  1.292  -0.258
C  -0.114  -0.180  0.018  0.025
C  0.449  0.418  -2.568  -0.632
H  0.774  -0.034  2.903  0.392
H  -0.641  0.970  2.414  0.385
H  -0.201  -1.831  1.253  0.223
H  -1.682  -0.962  1.254  0.202
H  1.016  -0.360  -3.134  0.221
H  -0.134  1.081  -3.331  0.237
N  -0.221  0.031  2.462  -0.862
N  0.755  0.796  0.151  -0.587
S  1.371  1.514  -1.270  0.401
S  -0.829  -0.612  -1.443  0.254

---

(3)
One molecule with the formula C3H6N2S2 in a non-equilibrium geometry, computed with ωB97M-V/def2-TZVPD.

Output
- SMILES: C/C(=N/N)SC=S
- E_tot: -27855.262 eV
- Energy above the lowest of the compared OMol25 structures with the same formula, charge and spin: 88.4 kcal/mol
- Kohn-Sham gap: 8.3 eV

Last column: natural (NBO) charge in e.
Atoms and positions in Å:
C  -0.605  1.520  0.150  -0.694
C  -0.620  0.085  0.221  0.163
C  2.217  0.044  0.129  -0.506
H  -1.324  1.924  -0.715  0.245
H  -0.979  2.040  1.149  0.262
H  0.447  1.819  -0.384  0.222
H  1.849  0.911  -0.468  0.193
H  -2.022  -2.234  -0.726  0.352
H  -0.570  -2.337  -0.431  0.323
N  -1.623  -0.624  -0.071  -0.240
N  -1.528  -1.932  0.067  -0.595
S  1.024  -0.591  1.155  0.264
S  3.734  -0.626  -0.076  0.010

---

(4)
One molecule with the formula C3H6N2S3 in a non-equilibrium geometry, computed with ωB97M-V/def2-TZVPD.

Output
- SMILES: S=C1CN(S)CN1S
- E_tot: -38692.086 eV
- Energy above the lowest of the compared OMol25 structures with the same formula, charge and spin: 56.8 kcal/mol
- Kohn-Sham gap: 9.0 eV

Last column: natural (NBO) charge in e.
Atoms and positions in Å:
C  -0.467  0.946  0.731  0.087
C  -0.396  0.911  -0.824  -0.306
C  0.012  -1.193  -0.015  -0.061
N  -0.150  -0.278  1.085  -0.522
N  0.105  -0.431  -1.203  -0.521
S  -0.676  2.198  1.741  -0.153
S  -0.013  -0.852  2.700  0.161
S  1.730  -0.366  -2.070  0.136
H  -1.317  1.043  -1.374  0.228
H  0.144  1.868  -1.060  0.250
H  0.905  -1.915  0.239  0.206
H  -0.773  -1.931  -0.139  0.196
H  -0.157  0.345  3.369  0.183
H  1.054  -0.345  -3.180  0.116

---

(5)
An isolated ion of composition C3H6N3 and charge +1 in a non-equilibrium geometry, computed with ωB97M-V/def2-TZVPD.

Output
- E_tot: -7667.463 eV
- Energy above the lowest of the compared OMol25 structures with the same formula, charge and spin: 90.2 kcal/mol
- Kohn-Sham gap (spin up / spin down): 8.4 / 8.4 eV
- Net charge: +1

Last column: natural (NBO) charge in e.
Atoms and positions in Å:
C  -2.028  -0.372  0.149  0.044
C  -1.356  0.648  -0.711  0.087
C  0.783  0.533  0.254  0.234
N  -1.447  -0.815  1.181  -0.470
N  -0.101  0.773  -0.542  -0.307
N  2.077  -0.138  -0.090  -0.749
H  -2.973  -0.739  -0.132  0.225
H  -1.831  1.436  -1.121  0.230
H  -0.455  -0.405  1.393  0.330
H  2.861  0.562  -0.138  0.475
H  2.234  -0.733  -0.945  0.438
H  2.237  -0.750  0.703  0.462

---

(6)
An isolated ion of composition C3H6N3 and charge +1 in a non-equilibrium geometry, computed with ωB97M-V/def2-TZVPD.

Output
- SMILES: C1=N[N@@H+]2C[C@@H]2N1
- E_tot: -7668.983 eV
- Energy above the lowest of the compared OMol25 structures with the same formula, charge and spin: 55.2 kcal/mol
- Kohn-Sham gap: 11.3 eV
- Net charge: +1

Last column: natural (NBO) charge in e.
Atoms and positions in Å:
C  0.958  1.275  0.760  0.275
C  0.105  -0.881  -0.887  -0.225
C  -0.710  -0.031  0.069  0.100
N  1.512  0.051  0.895  -0.292
N  -0.286  1.306  0.269  -0.566
N  0.479  -0.924  0.539  -0.237
H  1.430  2.216  1.114  0.267
H  -0.289  -1.765  -1.195  0.241
H  0.791  -0.410  -1.610  0.267
H  -1.757  -0.121  0.246  0.258
H  -0.993  1.969  0.329  0.444
H  0.242  -1.728  1.157  0.469

---

(7)
An isolated ion of composition C3H6N3 and charge +1 in a non-equilibrium geometry, computed with ωB97M-V/def2-TZVPD.

Output
- SMILES: [H]/N=C(\C)NC#[NH+]
- E_tot: -7669.574 eV
- Energy above the lowest of the compared OMol25 structures with the same formula, charge and spin: 41.6 kcal/mol
- Kohn-Sham gap: 10.3 eV
- Net charge: +1

Last column: natural (NBO) charge in e.
Atoms and positions in Å:
C  0.064  0.938  -0.313  -0.727
C  -0.042  -0.457  -0.836  0.431
C  0.351  -1.298  1.390  0.777
N  0.178  -1.554  0.160  -0.621
N  -0.466  -0.845  -1.937  -0.555
N  0.167  -1.197  2.541  -0.456
H  1.112  1.370  -0.409  0.283
H  -0.784  1.578  -0.815  0.282
H  -0.209  -2.464  -0.140  0.495
H  -0.576  0.002  -2.583  0.390
H  0.542  -0.918  3.400  0.473
H  -0.413  0.839  0.664  0.229

---

(8)
An isolated ion of composition C3H6N3 and charge +1 in a non-equilibrium geometry, computed with ωB97M-V/def2-TZVPD.

Output
- SMILES: [NH3+]C1N=CC=N1
- E_tot: -7669.983 eV
- Energy above the lowest of the compared OMol25 structures with the same formula, charge and spin: 32.1 kcal/mol
- Kohn-Sham gap: 10.8 eV
- Net charge: +1

Last column: natural (NBO) charge in e.
Atoms and positions in Å:
C  1.823  0.781  -0.075  0.065
C  1.758  -0.747  -0.179  0.096
C  -0.142  -0.046  0.558  0.154
N  0.655  1.206  0.264  -0.379
N  0.681  -1.213  0.256  -0.388
N  -1.409  0.005  -0.214  -0.699
H  2.634  1.458  -0.416  0.253
H  2.343  -1.446  -0.631  0.229
H  -0.393  0.128  1.672  0.256
H  -1.321  -0.351  -1.234  0.480
H  -1.775  0.914  -0.035  0.463
H  -2.080  -0.704  0.303  0.470

---

(9)
An isolated ion of composition C3H6N3O and charge +1 in a non-equilibrium geometry, computed with ωB97M-V/def2-TZVPD.

Output
- SMILES: [H]/N=[NH+]/C(=O)/C=N/C
- E_tot: -9714.288 eV
- Energy above the lowest of the compared OMol25 structures with the same formula, charge and spin: 102.4 kcal/mol
- Kohn-Sham gap (spin up / spin down): 7.8 / 7.8 eV
- Net charge: +1

Last column: natural (NBO) charge in e.
Atoms and positions in Å:
C  0.415  -0.942  -0.097  0.032
C  1.771  -0.274  -0.058  0.615
C  -1.960  -0.510  -0.094  -0.484
N  1.562  1.126  0.074  -0.320
N  0.511  1.726  -0.271  -0.076
N  -0.605  -0.189  0.089  -0.241
O  2.773  -0.798  0.167  -0.385
H  0.299  -1.963  -0.457  0.257
H  -2.137  -1.551  -0.665  0.224
H  -2.398  0.325  -0.782  0.265
H  -2.558  -0.602  0.883  0.272
H  2.323  1.403  0.711  0.440
H  0.004  2.251  0.501  0.401

---

(10)
An isolated ion of composition C3H6N3O and charge +1 in a non-equilibrium geometry, computed with ωB97M-V/def2-TZVPD.

Output
- SMILES: Cc1c[nH][nH][n+]1=O
- E_tot: -9714.710 eV
- Energy above the lowest of the compared OMol25 structures with the same formula, charge and spin: 92.7 kcal/mol
- Kohn-Sham gap (spin up / spin down): 9.3 / 9.3 eV
- Net charge: +1

Last column: natural (NBO) charge in e.
Atoms and positions in Å:
C  -0.446  -1.165  -0.253  0.043
C  -0.407  0.093  0.185  0.065
C  -1.291  0.911  0.966  -0.717
N  0.664  -1.447  -0.961  -0.304
N  1.494  -0.333  -0.868  -0.199
N  0.809  0.682  -0.280  0.355
O  1.379  1.707  0.013  -0.317
H  -1.126  -1.844  0.103  0.268
H  -1.290  1.977  0.649  0.282
H  -0.897  1.049  2.047  0.281
H  -2.403  0.777  0.710  0.284
H  1.035  -2.395  -1.082  0.467
H  2.479  -0.012  -1.228  0.494

---

(11)
One molecule with the formula C3H6N3P in a non-equilibrium geometry, computed with ωB97M-V/def2-TZVPD.

Output
- SMILES: NN1N=CC=CP1
- E_tot: -16963.642 eV
- Energy above the lowest of the compared OMol25 structures with the same formula, charge and spin: 85.7 kcal/mol
- Kohn-Sham gap (spin up / spin down): 8.5 / 8.5 eV

Last column: natural (NBO) charge in e.
Atoms and positions in Å:
C  -1.126  1.372  0.056  -0.235
C  -0.584  1.042  1.283  -0.531
C  -0.489  0.771  -1.159  -0.070
N  -0.002  -0.428  -1.142  -0.212
N  0.695  -0.844  -0.078  -0.331
N  0.711  -2.253  0.075  -0.625
P  1.056  0.172  1.234  0.697
H  -2.134  1.845  -0.094  0.232
H  -1.197  0.913  2.193  0.220
H  -0.684  1.192  -2.072  0.194
H  1.765  -2.350  0.356  0.351
H  0.583  -2.579  -0.895  0.370
H  1.408  1.146  0.243  -0.060

---

(12)
An isolated ion of composition C3H6N3S and charge +1 in a non-equilibrium geometry, computed with ωB97M-V/def2-TZVPD.

Output
- E_tot: -18502.274 eV
- Energy above the lowest of the compared OMol25 structures with the same formula, charge and spin: 103.5 kcal/mol
- Kohn-Sham gap (spin up / spin down): 7.4 / 7.4 eV
- Net charge: +1

Last column: natural (NBO) charge in e.
Atoms and positions in Å:
C  1.813  -1.337  0.419  -0.425
C  2.375  -0.022  -0.182  0.488
C  -2.143  -0.459  -0.520  -0.485
N  2.706  -1.038  -0.783  -0.304
N  -0.780  -0.625  -0.279  -0.465
N  2.335  1.207  0.055  -0.748
S  0.089  -1.794  0.300  1.041
H  2.304  -1.737  1.197  0.239
H  -2.692  -1.281  -1.136  0.273
H  -2.670  -0.434  0.405  0.270
H  -2.235  0.527  -0.939  0.244
H  1.759  1.424  0.846  0.432
H  2.699  1.876  -0.571  0.440